No. 1
Density functional theory data (ωB97M-V/def2-TZVPD) for a structure of composition C15H22O9PPdS2 at a distorted geometry.

Geometry as XYZ:
```
50
Properties=species:S:1:pos:R:3:forces:R:3
H -3.620 -3.118 1.775 -0.1 -0.1 -0.1
H -1.753 3.023 1.460 0.0 0.0 -0.1
O 2.242 0.951 -1.507 -0.8 0.2 0.3
S -0.441 0.478 -3.393 -1.1 1.0 -1.9
O 2.405 2.185 1.747 -0.3 -0.6 -1.6
C -3.038 -1.202 2.584 0.0 0.0 0.0
Pd 0.111 0.127 -0.690 -1.2 0.3 2.0
C 3.314 -0.874 -4.399 0.1 -0.1 0.1
H 0.204 -1.614 2.601 0.1 0.0 -0.1
H 4.152 -1.046 -6.362 0.0 0.0 0.0
H -2.245 -3.205 2.860 0.1 0.0 0.1
H -5.107 -0.773 3.109 0.0 0.0 0.1
O -0.279 1.653 -2.533 0.4 -0.4 -0.2
H 3.134 3.473 3.120 -0.1 -0.1 0.0
H -0.961 2.317 0.013 -0.1 0.3 0.3
C -3.203 -2.721 2.696 0.0 0.1 0.0
O -0.073 1.990 1.866 0.7 -0.4 -0.1
H -1.488 -1.081 4.106 0.1 -0.1 0.0
C 2.229 -0.474 -3.635 0.4 0.1 0.6
H -4.806 -0.932 1.373 -0.1 0.0 -0.1
C 2.501 2.585 3.105 -0.1 0.0 0.3
C -0.795 2.822 0.981 -0.3 0.1 -0.4
C -2.134 -0.885 1.474 0.0 0.0 -0.2
H 4.167 -1.270 -3.870 0.1 0.0 -0.1
P 1.218 1.175 1.242 -1.6 0.1 2.6
O -1.376 0.716 -4.475 0.3 -0.1 0.1
O 1.690 -1.411 -1.146 0.4 0.0 -0.6
O 1.342 0.096 2.446 0.3 0.5 -0.5
C 3.296 -0.740 -5.775 -0.1 0.0 0.0
C -1.397 -0.591 0.563 1.5 0.8 -1.0
S 2.535 -0.434 -1.857 2.1 -1.7 -0.2
C 1.112 0.063 -4.245 -0.7 0.1 0.1
H 2.956 1.793 3.703 0.0 0.0 0.0
H 1.968 -1.797 2.839 0.0 0.1 -0.1
H 0.192 0.581 -6.075 0.0 0.0 -0.1
C 2.179 -0.198 -6.390 0.1 0.0 0.0
H 1.514 2.815 3.513 0.1 0.0 0.0
C -2.443 -0.617 3.872 -0.1 -0.1 -0.1
O 3.935 -0.780 -1.716 -0.1 0.2 -0.1
H -4.291 0.521 2.220 0.0 0.2 0.0
H 2.166 -0.072 -7.464 -0.1 0.0 0.0
H -3.126 -0.768 4.708 0.0 0.0 0.1
C 1.190 -1.303 2.250 0.0 -0.5 0.0
H -3.871 -2.973 3.520 -0.1 0.0 0.1
C -4.400 -0.556 2.308 0.0 -0.1 0.0
C 1.089 0.181 -5.626 -0.1 0.1 -0.1
H -0.263 3.761 0.806 0.0 0.0 0.0
O -0.760 -0.740 -2.639 0.2 -0.1 1.1
H -2.259 0.447 3.743 0.0 0.1 0.0
H 1.287 -1.579 1.194 0.0 0.0 0.2
```
Forces are in eV/Å.

Calculated values
- 2S+1: 1
- Relative energy (zero: lowest compared OMol25 entry of this formula, charge and spin): 58.9 kcal/mol
- E: -68778.73430 eV
- Total charge: -1

---

No. 2
Density functional theory data (ωB97M-V/def2-TZVPD) for a structure of composition C46H37BaBrIN4O2PS2.

Geometry as XYZ:
```
95
Properties=species:S:1:pos:R:3:forces:R:3
C 2.730 -0.811 -0.011 0.0 0.0 0.0
H -5.581 2.237 0.183 0.0 0.0 0.0
H -2.124 1.590 -4.267 0.0 0.0 0.0
C -4.334 -3.492 2.696 0.0 0.0 0.0
H 4.506 0.568 -2.399 0.0 0.0 0.0
C -1.405 -1.213 3.172 0.0 0.0 0.0
H 2.969 -0.436 5.324 0.0 0.0 0.0
C 5.796 1.967 0.895 0.0 0.0 0.0
H 4.921 5.349 2.788 0.0 0.0 0.0
H 3.641 -2.403 2.844 0.0 0.0 0.0
H 2.054 3.195 3.249 0.0 0.0 0.0
C 2.949 5.684 2.057 0.0 0.0 0.0
H 3.520 -4.360 1.325 0.0 0.0 0.0
N -3.733 -7.823 -0.947 0.0 0.0 0.0
H 0.104 2.094 2.192 0.0 0.0 0.0
H -5.132 1.005 -1.041 0.0 0.0 0.0
H -2.178 3.099 -0.283 0.0 0.1 0.0
H 2.566 0.179 -6.184 0.0 0.0 0.0
N -2.995 -1.449 1.372 -0.1 -0.1 0.1
Br 4.124 2.268 5.134 0.0 0.0 0.0
C 3.072 -1.004 1.331 0.0 0.0 0.0
C -4.440 -3.246 -2.342 0.0 0.0 0.0
C 1.819 2.164 3.476 0.0 0.0 0.0
C 0.413 0.224 3.195 0.0 0.0 0.0
C 1.277 0.543 -4.511 0.0 0.0 0.0
H -2.303 3.359 -4.436 0.0 0.0 0.0
H 3.126 -0.155 2.003 0.0 0.0 0.0
H 6.331 3.594 2.162 0.0 0.0 0.0
H -0.687 2.650 -4.214 0.0 0.0 0.0
C 3.668 0.378 -4.352 0.0 0.0 0.0
C 2.508 0.350 -5.117 0.0 0.0 0.0
C -1.737 2.563 -3.945 0.0 -0.1 -0.1
H 1.038 -1.536 4.264 0.0 0.0 0.0
C 1.227 -0.488 4.072 0.0 0.0 0.0
Ba -1.233 -0.162 -0.373 0.1 0.5 0.0
C 3.594 0.569 -2.983 0.0 0.0 0.0
H 4.632 0.235 -4.824 0.0 0.0 0.0
C -3.196 2.861 -0.597 -0.1 0.0 -0.1
H 6.755 1.470 0.958 0.0 0.0 0.0
C -3.176 2.625 -2.107 -0.1 0.0 0.2
C 4.117 4.993 2.157 0.0 0.0 0.0
H -2.859 -3.190 4.242 0.0 0.0 0.0
C -4.071 -2.018 0.841 0.0 -0.1 0.0
C -5.935 -5.150 -2.075 0.0 0.0 -0.1
H 2.792 6.600 2.610 0.0 0.0 0.0
C -3.201 -2.602 -2.239 0.0 0.0 0.0
H -3.784 3.369 -2.635 0.1 0.0 0.0
H -1.415 -5.305 -1.224 0.0 0.0 0.0
C 1.957 5.221 1.173 0.0 0.0 0.0
C 2.117 4.055 0.471 -0.1 0.0 0.0
S -3.171 -0.872 -2.555 0.0 0.0 -0.1
H 0.368 0.516 -5.097 0.0 0.0 0.0
C 3.498 1.932 0.068 0.0 -0.1 0.0
H 2.861 -4.035 -1.039 0.0 0.0 0.0
C -2.581 -1.874 2.575 -0.1 0.0 0.0
C -3.643 -6.717 -1.245 0.0 0.0 -0.1
C 4.740 1.359 0.191 0.0 0.0 0.0
H -3.575 1.634 -2.345 -0.1 0.0 0.0
C 2.664 -1.914 -0.856 0.0 0.0 0.0
H 2.375 -1.796 -1.893 0.0 0.0 0.0
C -2.270 -4.724 -1.541 0.0 0.0 0.0
C 5.565 3.135 1.548 0.0 0.0 0.0
C 3.279 3.237 0.628 0.0 0.0 0.0
C -4.619 -4.583 -2.024 0.0 0.0 0.0
H -5.623 -3.494 0.972 0.0 0.0 0.0
C 2.944 -3.187 -0.373 0.0 0.0 0.0
H 4.905 0.365 -0.203 0.0 0.0 0.0
H -5.295 -2.662 -2.657 0.0 0.0 0.0
C 0.727 1.545 2.888 0.0 0.0 0.0
O -3.578 1.719 0.155 0.2 -0.1 -0.1
H 0.244 0.967 -2.691 0.0 -0.1 0.0
I 0.602 3.723 -0.948 0.0 0.0 0.1
H -1.180 -1.493 4.204 0.0 0.0 0.0
S -0.453 -2.737 -1.607 0.0 0.0 0.0
C 1.211 0.757 -3.142 0.0 0.0 0.0
H -5.171 0.579 0.679 0.0 0.0 0.0
P 2.142 0.839 -0.546 0.0 -0.1 0.0
C -3.510 -5.337 -1.615 0.0 0.0 0.0
C 2.612 1.442 4.353 0.0 0.0 0.0
C -4.944 1.372 -0.030 0.0 0.0 0.1
N -7.005 -5.569 -2.112 0.0 0.0 0.0
C 4.313 3.789 1.440 0.0 0.0 0.0
C -4.769 -3.050 1.463 0.0 0.0 0.0
H -3.828 3.716 -0.332 -0.1 -0.1 0.0
C -3.226 -2.881 3.272 0.0 0.0 0.0
H -4.375 -1.643 -0.130 0.0 0.0 0.0
C 2.326 0.120 4.655 0.0 0.0 0.0
N -0.709 -0.353 2.548 0.0 -0.1 0.0
C 3.364 -2.270 1.805 0.0 0.0 0.0
H 1.064 5.813 1.024 0.0 0.0 0.0
O -1.825 2.690 -2.534 0.0 0.0 -0.1
C -2.076 -3.366 -1.827 0.0 0.0 0.0
C 3.300 -3.368 0.952 0.0 0.0 0.0
C 2.361 0.751 -2.360 0.0 0.0 0.0
H -4.844 -4.297 3.206 0.0 0.0 0.0
```
Forces are in eV/Å.

Calculated values
- 2S+1: 1
- Relative energy (zero: lowest compared OMol25 entry of this formula, charge and spin): 0.0 kcal/mol
- E: -168156.05088 eV

---

No. 3
Density functional theory data (ωB97M-V/def2-TZVPD) for an isolated molecule of C26H43NO3.

Geometry as XYZ:
```
73
Properties=species:S:1:pos:R:3:forces:R:3
C -0.358 2.902 -0.920 -0.1 -0.1 -0.2
H 1.666 1.017 -0.742 -0.1 0.0 0.1
H 0.105 0.396 1.113 0.1 0.0 0.0
H 1.181 -1.922 -1.183 -0.1 0.0 0.1
H -4.441 -3.830 4.859 0.0 -0.1 0.1
H -4.613 -3.963 3.109 0.0 -0.1 -0.1
H -3.584 -1.502 4.602 0.0 0.1 0.0
C 3.785 1.322 -0.649 -0.3 0.0 0.2
H -2.106 -3.452 2.782 0.0 -0.1 0.0
O -1.480 -1.203 -4.713 0.1 0.3 -0.4
H -3.773 -1.629 2.852 0.0 0.1 0.0
H 4.697 0.722 -0.602 0.1 0.0 -0.1
H -0.622 1.584 3.226 -0.1 0.0 0.1
H -1.115 -1.099 4.450 0.1 0.0 0.1
H 2.536 -0.222 0.155 -0.1 0.0 0.1
C -1.278 -1.747 -3.647 0.1 -0.7 0.3
C 2.571 0.404 -0.738 0.4 0.0 -0.3
H 1.223 2.468 1.824 0.0 0.1 0.0
N -1.975 -1.444 -2.525 -0.3 -0.1 0.3
C -2.156 -2.804 3.661 0.0 0.4 0.2
H -0.204 -3.448 -4.342 -0.1 0.0 0.1
H 1.308 -1.488 -4.205 0.0 0.0 -0.1
H -0.412 -3.420 -2.578 0.0 -0.1 0.0
H 0.080 2.903 -4.914 0.0 0.0 0.0
C -0.209 -2.809 -3.459 0.2 0.2 -0.3
C -3.553 -2.195 3.759 0.1 -0.3 0.0
H 0.526 0.587 4.123 -0.1 0.0 0.1
H -3.165 -0.058 -3.457 -0.1 0.0 0.2
C -1.081 -0.932 2.301 0.3 0.0 0.2
C -0.228 2.470 -2.253 0.1 0.1 0.1
H 1.467 2.801 3.539 0.0 0.1 -0.1
H 1.944 -2.881 -3.329 0.0 0.0 -0.1
C 3.698 2.226 0.587 0.1 -0.1 -0.1
H 1.214 1.638 -4.369 0.0 0.0 0.0
H 1.801 3.296 -4.665 -0.1 -0.1 0.0
C 2.566 -0.484 -1.978 -0.4 0.0 0.3
O 0.765 3.098 -2.967 -0.3 0.0 0.7
H -1.175 -1.611 1.449 -0.1 0.0 -0.1
H -1.419 2.691 0.904 0.0 0.1 0.2
H 1.060 4.137 -1.146 0.0 0.0 0.0
H -1.672 -1.836 -1.647 0.1 0.0 -0.1
C -2.022 0.900 -1.906 -0.2 0.0 0.1
C 3.725 1.423 1.851 0.1 0.1 -0.1
C -1.328 2.339 -0.110 0.3 0.3 -0.1
C 1.158 -2.122 -3.329 -0.2 0.0 0.3
H -1.960 -0.285 2.308 -0.1 0.0 -0.1
C 1.442 2.006 2.786 -0.1 0.0 0.2
C -2.150 1.335 -0.600 0.0 -0.1 -0.2
C 0.317 1.031 3.147 0.2 0.0 -0.3
H -0.980 1.129 -3.751 0.1 0.0 -0.2
C 2.776 1.328 2.770 -0.1 0.0 0.1
C -2.819 -0.263 -2.442 0.1 0.1 -0.1
C 1.263 -1.277 -2.061 0.3 0.0 -0.4
C -4.620 -3.267 3.946 0.1 0.2 0.0
O 0.475 3.858 -0.428 0.0 0.0 0.0
H -0.078 -2.274 3.640 0.1 0.1 0.1
H -3.674 -0.483 -1.799 0.0 0.1 -0.1
H 2.670 0.137 -2.871 0.0 0.0 -0.1
C -1.062 1.480 -2.734 0.1 0.2 -0.1
H 3.419 -1.167 -1.952 0.1 0.0 -0.1
H 2.959 0.703 3.637 0.1 -0.1 0.1
H 0.436 -0.565 -2.030 0.0 0.0 0.1
H -5.609 -2.818 4.008 -0.1 0.0 0.0
H 3.840 1.944 -1.546 0.1 0.0 -0.1
C -1.041 -1.760 3.585 -0.2 -0.2 -0.3
C 0.964 2.701 -4.302 0.1 -0.1 -0.3
C 0.164 -0.070 2.100 -0.3 0.0 0.1
H -1.987 -3.431 4.540 0.0 -0.1 0.0
H 2.792 2.828 0.531 0.0 0.1 0.0
H 1.053 -0.704 2.114 0.1 0.0 -0.1
H 4.555 2.906 0.589 0.0 0.1 0.0
H 4.641 0.860 1.992 0.1 -0.1 0.1
H -2.893 0.894 0.047 -0.1 -0.1 0.1
```
Forces are in eV/Å.

Calculated values
- 2S+1: 1
- Relative energy (zero: lowest compared OMol25 entry of this formula, charge and spin): 13.0 kcal/mol
- Structure (SMILES): CCCCCCCC/C=C\CCCCCCCC(=O)NCc1ccc(O)c(OC)c1
- E: -35293.35672 eV

---

No. 4
Density functional theory data (ωB97M-V/def2-TZVPD) for a cluster of 2 separate species, C4H10N in total at a distorted geometry.

Geometry as XYZ:
```
15
Properties=species:S:1:pos:R:3:forces:R:3
H -0.664 -0.660 -2.053 0.9 0.4 0.1
H -0.009 -1.322 -0.376 -0.8 -0.9 -0.2
H 1.702 1.245 1.237 -0.7 0.2 -0.4
H 2.842 1.488 -1.061 0.0 0.3 0.5
C 1.793 0.433 0.522 1.0 0.4 0.6
H -1.636 1.001 -0.799 -1.1 -0.3 -0.6
N -1.502 0.086 -0.380 0.4 -0.4 0.6
H -1.540 -0.954 1.451 0.3 0.5 0.0
H -3.013 -0.822 0.690 -0.8 0.9 0.1
H 2.937 -0.323 -1.044 -0.4 0.1 -0.3
H -2.201 0.710 1.494 -0.7 -0.1 0.1
H 1.580 -0.550 0.932 0.1 0.0 -0.1
C -2.151 -0.206 0.924 1.8 -0.8 -0.2
C -0.675 -0.701 -0.965 -0.1 0.7 -0.2
C 2.536 0.575 -0.573 0.0 -1.0 -0.3
```
Forces are in eV/Å.

Calculated values
- 2S+1: 1
- Relative energy (zero: lowest compared OMol25 entry of this formula, charge and spin): 68.2 kcal/mol
- E: -5790.89978 eV
- Total charge: +1

---

No. 5
Density functional theory data (ωB97M-V/def2-TZVPD) for a cluster of 2 separate species, C15H23N2O7 in total at a distorted geometry.

Geometry as XYZ:
```
47
Properties=species:S:1:pos:R:3:forces:R:3
C -2.208 -1.905 -1.570 -0.7 -0.2 0.6
H -2.094 -0.295 -0.468 0.2 0.4 0.0
C -0.122 -5.362 0.259 0.1 -0.2 1.5
C -0.891 1.944 1.125 -0.4 -0.8 0.3
C 2.746 4.255 0.967 0.8 0.8 -0.4
H -0.277 4.255 2.541 -0.3 0.0 -0.1
H 0.227 -3.298 -0.218 0.1 0.0 0.0
H 0.774 4.349 -0.846 0.0 0.2 0.2
H -1.424 -3.663 0.305 0.2 -0.1 0.0
C -1.014 -4.178 -1.777 0.3 0.4 -0.2
C -1.387 6.066 2.817 0.1 -0.3 -0.8
O -0.473 -5.738 1.369 0.2 0.3 -1.0
H 1.016 -4.250 -2.554 -0.1 0.1 0.0
O -1.640 -0.720 -1.235 -0.4 -1.6 -0.5
H 1.848 -5.755 -0.476 0.0 0.1 0.0
N -0.602 5.094 2.066 0.6 -0.3 1.0
C -0.427 2.712 -0.129 0.2 0.3 0.0
H 0.161 2.028 -0.743 -0.1 -0.1 0.0
O 3.056 5.141 0.182 -0.1 0.2 -0.2
O -1.013 5.912 0.015 0.1 -0.2 0.0
H 1.383 2.937 1.674 -0.3 0.1 0.0
H 3.265 3.942 3.007 0.1 -0.1 0.2
H 0.906 -7.215 -0.141 0.0 0.3 0.2
H -1.861 -2.984 -3.386 0.0 0.0 0.1
H 4.625 4.413 1.955 -0.1 -0.1 0.0
H -0.462 -6.895 -2.118 0.1 0.0 0.0
H -0.196 -4.961 -3.628 0.1 0.1 0.0
C 0.421 3.978 0.116 0.0 -0.4 0.6
H -1.915 -4.802 -1.809 0.1 0.0 0.0
H 1.224 -6.721 -2.620 -0.1 0.0 0.0
H -1.306 2.993 -0.712 0.0 -0.1 0.0
C 0.110 -4.866 -2.581 -0.4 -0.3 0.2
C 0.854 -6.204 -0.554 -0.5 0.0 -0.4
C -1.346 -2.820 -2.437 0.4 0.7 0.2
H -2.448 5.855 2.680 -0.1 0.2 0.1
O -0.462 2.300 2.251 0.4 0.2 0.0
O -3.303 -2.294 -1.194 1.0 0.7 -0.2
H -1.173 7.071 2.448 -0.1 -0.1 0.0
C -0.462 5.081 0.735 -0.2 0.9 -0.6
C 3.723 3.809 2.028 -0.1 -0.1 0.0
H 3.960 2.759 1.871 0.1 -0.1 0.2
O -1.659 0.972 0.934 0.0 0.2 -0.4
N 1.576 3.628 0.957 -1.0 -0.6 0.0
H -0.415 -2.288 -2.654 0.0 -0.1 0.0
C -0.587 -4.024 -0.302 -0.3 -0.5 -0.3
H -1.136 6.002 3.876 0.0 -0.1 -0.1
C 0.427 -6.262 -2.026 0.1 0.3 -0.1
```
Forces are in eV/Å.

Calculated values
- 2S+1: 1
- Relative energy (zero: lowest compared OMol25 entry of this formula, charge and spin): 0.0 kcal/mol
- E: -33245.70020 eV
- Total charge: -1